Density functional theory data (ωB97M-V/def2-TZVPD) for a molecular structure, C43H63N4PdSi2.

The geometry in XYZ format:
```
113
Properties=species:S:1:pos:R:3
Pd 0.26 -0.49 -0.16
C 1.42 0.11 -6.34
C 0.39 0.98 -5.61
C -0.15 0.33 -4.37
C -1.35 -0.22 -4.15
C -2.46 -0.47 -5.12
C -2.39 -1.88 -5.73
C -1.38 -0.63 -2.74
N -0.20 -0.25 -2.12
C 0.56 0.31 -3.07
C 1.82 0.84 -2.87
C 2.45 1.03 -1.60
C 3.64 1.81 -1.39
C 4.40 2.56 -2.44
C 5.36 1.67 -3.23
C 3.89 1.76 -0.04
C 2.85 0.95 0.53
C 2.75 0.58 1.89
C 1.86 -0.31 2.42
N 0.86 -0.92 1.73
C 0.27 -1.80 2.59
C -0.80 -2.60 2.29
C -1.58 -2.54 1.10
N -1.30 -1.75 0.04
C -2.32 -1.92 -0.83
C -2.36 -1.35 -2.15
C -3.31 -2.82 -0.31
C -2.83 -3.23 0.91
C -3.49 -4.11 1.93
C -2.86 -5.51 2.03
C -4.55 -3.26 -1.02
C -4.30 -4.45 -1.95
C 0.93 -1.73 3.91
C 1.88 -0.79 3.82
C 2.86 -0.34 4.85
C 4.17 -1.14 4.78
C 0.49 -2.52 5.11
C 0.93 -3.99 5.06
N 1.99 0.54 -0.44
C 5.01 2.41 0.71
C 4.61 3.76 1.31
H 1.75 0.61 -7.25
H 1.00 -0.86 -6.61
H 2.31 -0.07 -5.73
H -0.44 1.19 -6.28
H 0.83 1.94 -5.34
H -2.41 0.27 -5.92
H -3.43 -0.33 -4.63
H -1.46 -2.02 -6.28
H -3.22 -2.05 -6.41
H -2.43 -2.64 -4.95
H 2.34 1.23 -3.73
H 4.95 3.37 -1.97
H 3.69 3.02 -3.13
H 6.09 1.19 -2.56
H 5.92 2.25 -3.97
H 4.83 0.87 -3.76
H 3.51 0.98 2.56
H -1.14 -3.29 3.05
H -3.22 -1.59 -2.76
H -4.54 -4.21 1.68
H -3.44 -3.61 2.90
H -2.91 -6.02 1.07
H -3.39 -6.11 2.76
H -1.81 -5.46 2.32
H -4.96 -2.43 -1.59
H -5.31 -3.54 -0.28
H -3.56 -4.20 -2.71
H -5.21 -4.76 -2.45
H -3.91 -5.31 -1.39
H 2.42 -0.46 5.84
H 3.07 0.72 4.73
H 3.98 -2.20 4.91
H 4.86 -0.82 5.56
H 4.66 -1.00 3.81
H -0.60 -2.46 5.19
H 0.90 -2.05 6.01
H 0.53 -4.50 4.19
H 0.59 -4.52 5.95
H 2.02 -4.07 5.01
H 5.86 2.54 0.04
H 5.35 1.74 1.51
H 4.28 4.45 0.53
H 5.44 4.22 1.84
H 3.78 3.64 2.02
C 0.06 3.30 -2.00
Si -0.76 3.36 -0.31
C -2.38 4.20 -0.73
C 0.34 4.49 0.70
C -0.88 1.81 0.75
Si -2.26 1.68 2.03
C -1.50 2.44 3.56
C -3.86 2.53 1.59
C -2.88 0.00 2.57
H 0.05 4.33 -2.36
H -0.50 2.69 -2.72
H 1.09 2.96 -1.98
H -2.17 4.95 -1.49
H -2.84 4.71 0.12
H -3.10 3.49 -1.14
H 0.60 5.39 0.13
H 1.27 3.97 0.96
H -0.13 4.81 1.63
H 0.05 1.77 1.32
H -1.32 3.51 3.46
H -0.54 1.95 3.78
H -2.16 2.29 4.43
H -3.83 3.62 1.63
H -4.62 2.19 2.30
H -4.21 2.25 0.59
H -2.11 -0.64 2.98
H -3.39 -0.53 1.76
H -3.61 0.20 3.36
```

Values from the calculation:
total charge = +1
HOMO level (spin up / spin down) = -8.5 / -11.0 eV
energy = -2602.01603 hartree
orbital gap (spin up / spin down) = 5.020 / 5.006 eV
2S+1 = 5